# 1
13
Properties=species:S:1:pos:R:3:forces:R:3:lowdin_charge:R:1 method="wB97M-V/def2-TZVPD" lumo_ev=-0.76 homo_lumo_gap_ha=0.35469 de_lowest_kcal_mol=99.5
H 1.853 -0.004 0.188 -0.45 -0.41 -0.94 -0.01
N 0.299 3.366 -0.050 -0.80 0.98 0.05 -0.03
N -0.422 -2.098 0.205 2.57 0.37 1.31 0.09
H -0.153 -2.365 -0.682 0.25 -0.57 -2.04 -0.01
O -3.867 -0.785 0.160 -0.08 -0.11 0.09 0.20
O -2.433 0.917 -0.496 -0.36 -0.39 0.16 0.20
H 2.973 1.122 0.913 -0.12 -0.25 -2.21 0.06
C 2.515 0.794 -0.095 -1.93 3.75 3.43 0.15
H -1.257 -1.653 0.275 -2.81 1.45 -0.15 -0.06
H -0.395 -2.843 0.837 0.11 -1.26 0.89 0.00
C 1.050 2.506 -0.050 3.23 -3.96 -0.27 -0.19
C -3.157 0.072 -0.164 0.40 0.56 -0.28 -0.42
H 2.993 0.972 -1.040 0.00 -0.15 -0.04 0.02

# 2
13
Properties=species:S:1:pos:R:3:forces:R:3:lowdin_charge:R:1 method="wB97M-V/def2-TZVPD" lumo_ev=0.19 homo_lumo_gap_ha=0.30209 de_lowest_kcal_mol=81.4
N -2.216 0.188 -0.628 -0.36 -0.39 0.08 0.06
H 1.599 -0.955 -0.756 -0.50 0.30 -0.42 0.16
H -1.036 -1.541 -0.721 0.48 1.32 0.34 0.14
C -1.077 -0.403 -0.596 -2.27 -1.79 -1.08 -0.34
H -0.212 1.500 -0.480 0.67 -1.31 0.17 0.15
O 1.432 0.361 1.827 1.55 -0.16 0.66 0.04
C 0.249 0.149 1.743 -1.58 0.42 -2.01 -0.51
C 0.027 0.406 -0.337 0.72 1.39 1.73 -0.24
O -0.791 -0.089 2.242 0.22 -0.02 0.55 0.13
H -3.020 -0.450 -0.666 0.58 0.11 -0.06 0.04
H 1.914 0.230 0.410 -0.95 0.29 -1.53 0.16
N 1.408 0.046 -0.644 0.00 -1.39 3.57 0.11
H 1.723 0.558 -1.395 1.44 1.25 -2.00 0.10

# 3
13
Properties=species:S:1:pos:R:3:forces:R:3:lowdin_charge:R:1 method="wB97M-V/def2-TZVPD" lumo_ev=0.87 smiles="[H]/N=C/OCC(N)=O" homo_lumo_gap_ha=0.39039 de_lowest_kcal_mol=29.8
C -0.981 -0.580 0.447 -0.13 0.03 0.10 -0.10
H 0.235 1.665 0.354 0.00 -0.08 0.14 0.07
H 1.188 1.591 1.786 -0.11 -0.01 -0.02 0.11
C 0.229 -0.696 -1.571 0.07 0.19 -0.11 -0.30
O -0.408 -1.361 -0.605 0.07 0.01 -0.05 -0.04
H -1.607 -1.278 1.003 0.08 0.11 -0.06 0.13
O 0.621 -0.792 2.220 -0.15 0.19 -0.16 0.06
N 0.373 1.273 1.279 0.14 -0.09 0.01 0.15
H 0.621 -1.406 -2.303 -0.04 0.13 0.06 0.14
C 0.102 -0.058 1.403 0.04 0.01 0.05 -0.52
H -1.587 0.227 0.024 0.12 -0.09 0.06 0.12
H 0.868 0.847 -2.432 -0.08 -0.02 0.05 0.06
N 0.346 0.567 -1.606 -0.02 -0.36 -0.08 0.11

# 4
13
Properties=species:S:1:pos:R:3:forces:R:3:lowdin_charge:R:1 method="wB97M-V/def2-TZVPD" lumo_ev=0.65 smiles="C=C(O)/N=C(/N)O" homo_lumo_gap_ha=0.36488 de_lowest_kcal_mol=86.4
C -1.379 -0.958 -1.163 0.19 -0.03 0.45 0.04
O -0.359 -0.328 1.639 -0.87 0.93 -0.41 0.11
C -0.641 0.148 -1.063 2.56 0.01 -0.83 -0.37
N 0.860 0.280 -0.362 -6.59 0.46 -3.90 0.18
O -0.970 1.259 -1.772 0.68 0.01 0.66 0.04
N 1.896 0.359 1.637 -2.86 0.19 0.29 0.06
C 0.542 0.205 0.837 7.80 -1.41 4.31 -0.51
H -2.255 -0.982 -1.805 0.10 0.19 0.20 0.07
H -0.233 1.875 -1.635 -0.25 0.03 -0.18 0.11
H 2.235 -0.522 2.008 -0.27 0.17 -0.09 0.06
H -1.213 -0.337 1.172 -0.06 -0.29 -0.08 0.11
H 2.626 0.871 1.153 -0.55 -0.36 -0.36 0.05
H -1.109 -1.869 -0.645 0.12 0.10 -0.08 0.07

# 5
13
Properties=species:S:1:pos:R:3:forces:R:3:lowdin_charge:R:1 method="wB97M-V/def2-TZVPD" lumo_ev=0.59 smiles="CC(=O)NC(N)=O" homo_lumo_gap_ha=0.39868 de_lowest_kcal_mol=2.7
O -1.484 0.693 0.724 -0.38 -0.19 0.10 0.07
C -0.906 -0.837 -1.592 0.06 0.00 -0.25 0.00
O 1.467 -0.925 -1.648 0.16 0.00 -0.03 0.07
H -0.778 -1.176 -2.621 -0.06 0.07 0.14 0.09
H 1.151 0.787 2.455 -0.07 -0.13 -0.04 0.09
H -0.389 0.953 3.105 -0.52 0.14 -0.33 0.11
C -0.334 0.543 1.046 0.17 0.12 0.32 -0.58
H 1.619 0.027 0.441 -0.05 0.07 0.21 0.15
C 0.470 -0.582 -1.056 -0.03 0.03 -0.04 -0.49
N 0.640 0.013 0.196 -0.05 -0.01 -0.22 0.15
N 0.169 0.906 2.273 0.86 -0.07 0.02 0.16
H -1.360 -1.640 -1.013 -0.12 0.02 0.10 0.10
H -1.551 0.034 -1.528 0.03 -0.05 0.02 0.08

# 6
13
Properties=species:S:1:pos:R:3:forces:R:3:lowdin_charge:R:1 method="wB97M-V/def2-TZVPD" lumo_ev=0.87 homo_lumo_gap_ha=0.38945 de_lowest_kcal_mol=84.9
C 0.376 -1.869 -0.461 0.49 -2.65 1.29 -0.01
O -1.188 -0.211 0.262 0.09 -2.05 -0.24 -0.07
H 1.458 -2.115 -0.417 -0.48 0.28 0.19 0.09
C 0.231 1.463 0.054 0.00 0.04 0.30 -0.44
H -0.122 -2.877 -0.135 0.47 2.13 -0.62 0.12
N -1.059 1.113 0.636 1.88 0.79 0.15 0.08
H 0.290 -0.833 1.585 -0.08 0.05 -1.91 0.19
H -1.767 1.510 0.084 -1.14 1.30 -0.58 0.12
H 0.212 -1.637 -1.504 -0.54 0.14 -0.09 0.08
C 0.124 -0.676 0.437 -0.27 -2.71 1.50 -0.45
O 0.974 0.307 -0.027 -0.54 2.67 0.04 0.06
H -0.164 3.225 -0.228 0.21 0.37 0.14 0.06
N 0.635 2.600 -0.285 -0.10 -0.37 -0.16 0.17